1.
The following is a quantum chemistry calculation of C3H8N2O2 in the gas phase in a non-equilibrium geometry, from the Open Molecules 2025 dataset.

Highest occupied orbital energy in eV: -9.61
Electronic energy in a.u.: -379.092361
Molecular weight in Da: 104.1
HOMO-LUMO gap in eV: 10.33
SMILES string: NC(=O)CNCO
Energy relative to the best compared isomer or geometry (same formula, charge and spin) in kJ/mol: 127.7

Geometry as ORCA input:
```
! RIJCOSX wB97M-V def2-TZVPD def2/J DEFGRID3
* xyz 0 1
O 2.225 0.130 -0.026
C 1.343 -0.395 -0.671
N 1.564 -1.233 -1.747
C -0.064 -0.480 -0.094
N -0.376 0.585 0.826
C -1.725 0.506 1.317
O -2.629 1.011 0.350
H 2.347 -1.005 -2.333
H 1.098 -2.117 -1.804
H -0.791 -0.507 -0.911
H -0.142 -1.527 0.258
H 0.341 0.623 1.545
H -2.095 -0.506 1.525
H -1.760 1.065 2.252
H -2.079 1.563 -0.235
*
```



2.
The following is a quantum chemistry calculation of a molecular structure, C37H38GeHgN6O3 in a non-equilibrium geometry, from the Open Molecules 2025 dataset.

Highest occupied orbital energy (alpha / beta) in eV: -4.06 / -4.63
Electronic energy in a.u.: -4217.184565
<S²>: 0.754
Molecular weight in Da: 888.0
HOMO-LUMO gap (alpha / beta) in eV: 6.67 / 6.67
Energy relative to the best compared isomer or geometry (same formula, charge and spin) in kJ/mol: 92.7

Geometry as ORCA input:
```
! RIJCOSX wB97M-V def2-TZVPD def2/J DEFGRID3
* xyz -1 2
Hg -1.356 0.554 -0.588
C 3.703 -0.253 -2.174
N 2.276 -0.443 -1.997
C 1.565 0.597 -2.729
C 1.926 2.008 -2.260
C 0.826 3.008 -2.632
N -0.337 2.638 -1.859
C -1.426 3.585 -1.592
C -3.660 2.543 -0.892
C -4.486 3.617 -1.157
C -5.807 3.602 -0.737
C -6.280 2.498 -0.046
C -5.468 1.415 0.216
C -4.127 1.382 -0.202
O -3.351 0.369 0.044
C 1.911 -1.789 -2.425
C 0.448 -2.231 -2.301
C -0.058 -2.602 -0.907
N -0.341 -1.481 -0.033
C -0.889 -1.776 1.103
C -1.132 -0.886 2.189
C -1.752 -1.389 3.344
C -2.004 -0.589 4.428
C -1.651 0.763 4.383
C -1.066 1.293 3.267
C -0.782 0.501 2.129
O -0.221 1.032 1.099
H 3.971 -0.128 -3.237
H 4.245 -1.106 -1.775
H 4.008 0.631 -1.624
H 0.497 0.452 -2.569
H 1.766 0.516 -3.815
H 2.871 2.339 -2.698
H 2.009 1.983 -1.171
H 0.620 2.965 -3.713
H 1.149 4.028 -2.391
H -1.449 4.634 -1.394
H -4.087 4.473 -1.685
H -6.457 4.443 -0.935
H -7.305 2.487 0.304
H -5.858 0.567 0.761
H 2.524 -2.479 -1.836
H 2.189 -1.927 -3.489
H 0.369 -3.149 -2.896
H -0.240 -1.503 -2.728
H 0.688 -3.242 -0.417
H -0.975 -3.197 -1.035
H -1.163 -2.825 1.290
H -2.047 -2.432 3.363
H -2.485 -0.994 5.305
H -1.857 1.396 5.235
H -0.797 2.337 3.209
Ge 2.140 -0.628 1.016
C 2.025 -0.160 2.980
C 1.623 -1.029 3.985
C 1.528 -0.608 5.300
C 1.832 0.698 5.638
C 2.248 1.575 4.650
C 2.335 1.146 3.340
C 2.759 -2.569 1.124
C 3.998 -2.942 0.620
C 4.415 -4.261 0.623
C 3.582 -5.252 1.119
C 2.339 -4.906 1.622
C 1.940 -3.579 1.624
H 3.593 0.059 0.795
H 1.392 -2.056 3.745
H 1.208 -1.301 6.067
H 1.746 1.029 6.665
H 2.494 2.598 4.909
H 2.649 1.829 2.560
H 4.651 -2.173 0.229
H 5.393 -4.522 0.238
H 3.903 -6.286 1.120
H 1.680 -5.676 2.008
H 0.963 -3.324 2.018
N -2.352 0.105 -5.140
C -2.031 0.669 -3.926
O -1.775 -0.090 -2.961
C -2.025 2.079 -3.848
C -1.677 2.602 -2.566
N -2.286 2.476 -1.186
C -2.187 2.886 -4.959
N -2.279 3.532 -5.916
H -2.355 0.700 -5.951
H -2.117 -0.863 -5.273
*
```



3.
The following is a quantum chemistry calculation of a molecular structure, C14H13BrF6OPm in a non-equilibrium geometry, from the Open Molecules 2025 dataset.

Highest occupied orbital energy (alpha / beta) in eV: -4.26 / -4.28
Electronic energy in a.u.: -4398.257519
<S²>: 6.008
Molecular weight in Da: 536.1
HOMO-LUMO gap (alpha / beta) in eV: 7.02 / 7.04

Geometry as ORCA input:
```
! RIJCOSX wB97M-V def2-TZVPD def2/J DEFGRID3
* xyz -1 5
C -2.678 -0.501 -1.256
C -2.653 -0.993 0.084
C -2.146 0.055 0.899
H -2.951 -1.995 0.427
C -1.854 1.186 0.067
C -2.206 0.835 -1.269
H -2.133 1.492 -2.146
H -2.945 -1.037 -2.168
H -2.070 0.009 1.983
H -1.471 2.178 0.351
Pm -0.057 -0.772 -0.664
Br -0.603 -3.309 -1.400
C 1.539 1.021 -3.013
C 0.442 1.796 -3.458
C -0.559 0.910 -3.935
H 0.404 2.881 -3.522
C -0.088 -0.416 -3.779
C 1.225 -0.356 -3.220
H 1.893 -1.194 -3.073
H 2.484 1.388 -2.636
H -1.475 1.202 -4.441
H -0.592 -1.321 -4.085
C 0.387 -0.758 3.947
C 1.029 -0.414 2.600
O 0.523 -1.040 1.464
C 1.073 1.181 2.390
F 2.309 1.702 2.561
F 0.701 1.428 1.071
F 0.210 1.940 3.117
C 2.533 -0.999 2.570
F 3.233 -0.932 3.736
F 2.516 -2.319 2.198
F 3.306 -0.349 1.652
H -0.574 -0.241 4.104
H 1.016 -0.411 4.782
H 0.230 -1.847 4.063
*
```



4.
The following is a quantum chemistry calculation of a molecular structure, C3H5P in a non-equilibrium geometry, from the Open Molecules 2025 dataset.

Highest occupied orbital energy (alpha / beta) in eV: -6.43 / -9.61
Electronic energy in a.u.: -458.455099
<S²>: 2.007
Molecular weight in Da: 72.0
HOMO-LUMO gap (alpha / beta) in eV: 7.60 / 7.64
Energy relative to the best compared isomer or geometry (same formula, charge and spin) in kJ/mol: 140.5

Geometry as ORCA input:
```
! RIJCOSX wB97M-V def2-TZVPD def2/J DEFGRID3
* xyz 0 3
C 0.670 -1.106 0.021
C -0.565 -0.319 -0.113
C 0.228 1.056 0.101
P 1.888 0.134 0.137
H 0.596 -2.099 0.301
H -1.082 -0.223 -1.006
H -1.569 -0.775 0.677
H 0.001 1.570 -0.924
H -0.166 1.764 0.805
*
```